No. 1
# C14H13BCoI2O6RuS

A structure of composition C14H13BCoI2O6RuS in a non-equilibrium geometry (ωB97M-V/def2-TZVPD, the OMol25 dataset).

Computed properties:
Multiplicity: 10
HOMO-LUMO gap (spin up / spin down): 0.2612 / 0.1661 Ha
Electronic energy: -3486.9092 Ha
Net charge: +4
<S²>: 24.82
HOMO level (spin up / spin down): -20.81 / -21.69 eV

Atoms and positions in Å:
I  -2.5202  2.5651  -0.9837
I  -1.6504  2.4199  -3.4752
Co  0.7893  0.2070  -0.7828
Ru  0.5218  -0.7448  1.3093
S  0.6331  1.6805  0.7646
C  2.2544  -1.3248  1.0256
C  -0.1194  -2.3756  2.0687
C  2.1764  2.7237  0.2470
C  1.8375  3.5598  -0.9857
C  3.3245  1.7846  -0.0805
C  2.4548  3.6015  1.4682
C  -0.2961  -1.2029  -0.5409
C  1.6342  -0.2179  -2.3418
O  -0.5446  -3.3820  2.4776
O  3.3845  -1.6426  0.8208
O  -0.9978  -1.8724  -1.2329
O  2.3450  -0.7067  -3.1485
H  2.6780  4.2523  -1.2055
H  0.9203  4.1098  -0.7577
H  1.5890  2.9164  -1.8546
H  4.2297  2.3602  -0.2881
H  3.1707  1.0987  -0.9302
H  3.6363  1.1679  0.7614
H  3.3661  4.1970  1.2711
H  2.7256  2.9736  2.3319
H  1.5670  4.2338  1.6711
O  -3.5823  0.1372  0.8884
B  -3.2816  0.5482  -0.4138
O  -3.4029  -0.5312  -1.2815
C  -3.7457  -1.6295  -0.5380
C  -4.1060  -2.8365  -1.0080
C  -4.8246  -3.6899  -0.1550
C  -4.9723  -3.2520  1.2084
C  -4.4464  -2.0616  1.7279
C  -3.8839  -1.1962  0.8132
H  -3.8458  -3.1154  -2.0397
H  -5.2549  -4.6118  -0.5142
H  -5.5055  -3.9237  1.8651
H  -4.4237  -1.8416  2.8313

These are the Löwdin partial charges, in e, on atoms 1 to 5: I 0.978; I 0.681; Co 0.145; Ru 0.849; S 0.803

No. 2
# C14H13BrCoN2O6S

A structure of composition C14H13BrCoN2O6S in a non-equilibrium geometry (ωB97M-V/def2-TZVPD, the OMol25 dataset).

Computed properties:
Multiplicity: 4
HOMO-LUMO gap (spin up / spin down): 0.3014 / 0.3010 Ha
Electronic energy: -5457.0483 Ha
<S²>: 4.07
ΔE to the lowest compared entry with this formula, charge and spin: 0.009 eV
HOMO level (spin up / spin down): -8.79 / -8.78 eV

Atoms and positions in Å:
Co  -1.0017  -0.4493  1.2033
C  1.1172  3.9734  -4.2871
C  1.1588  2.6190  -3.6716
C  0.4879  1.5299  -4.2280
C  0.1948  0.4429  -3.4470
C  0.6018  0.4470  -2.1083
C  1.2970  1.4681  -1.5425
C  1.5857  2.5694  -2.3897
S  0.0627  -0.9206  -1.1655
O  0.2971  -2.1408  -1.9265
O  0.8365  -0.7045  0.0812
N  -1.4600  -0.6285  -0.7730
C  -2.3593  -1.7392  -0.9573
C  -2.7729  -2.2311  0.4349
O  -3.7585  -2.8981  0.5810
O  -2.0795  -1.8919  1.4848
H  1.3363  4.0889  -5.3342
H  1.9061  4.5905  -3.7749
H  0.1581  4.4402  -4.0465
H  0.0782  1.5879  -5.2136
H  -0.3419  -0.3985  -3.7933
H  1.6371  1.4753  -0.4936
H  2.0615  3.4346  -1.9551
H  -1.8668  -2.5390  -1.4823
H  -3.2832  -1.4797  -1.5194
O  -2.3736  -5.5570  1.9957
O  -2.5941  -6.2159  1.0281
Br  -1.6579  1.8009  4.1826
C  -0.1215  0.7140  4.0664
C  0.8729  0.7339  5.0588
C  1.7556  -0.3186  5.1234
C  1.5562  -1.3460  4.2114
C  0.6224  -1.2675  3.2425
N  -0.1968  -0.2048  3.1082
H  0.9998  1.5833  5.7598
H  2.5803  -0.3343  5.8482
H  2.1407  -2.2555  4.2480
H  0.5230  -1.9782  2.4509

These are the Löwdin partial charges, in e, on atoms 1 to 5: Co 0.667; C -0.053; C -0.291; C -0.018; C -0.039

No. 3
# C14H13ClF3N5O2

The molecule C14H13ClF3N5O2 in a non-equilibrium geometry (ωB97M-V/def2-TZVPD, the OMol25 dataset).

Computed properties:
Multiplicity: 1
HOMO-LUMO gap: 0.3110 Ha
Electronic energy: -1724.8607 Ha
SMILES: Cc1nn(C)c(C(=O)NNC(=O)Nc2cccc(C(F)(F)F)c2)c1Cl
HOMO level: -8.52 eV

Atoms and positions in Å:
C  3.5344  1.4663  1.4979
C  2.1453  0.9841  1.6842
N  1.9681  0.1017  2.6012
N  0.7129  -0.1528  2.7237
C  0.3033  -1.0210  3.6829
C  0.0570  0.6522  1.7806
C  -1.2459  0.2699  1.4234
O  -1.9300  -0.5403  2.0672
N  -1.8655  0.9599  0.4440
N  -3.0069  0.6416  -0.0399
C  -3.4188  0.7035  -1.2761
O  -4.8267  0.8362  -1.4282
N  -2.6241  0.7430  -2.2936
C  -1.3006  0.3915  -2.3377
C  -0.4253  0.7254  -3.1342
C  0.8639  0.3567  -3.4022
C  1.2215  -0.7550  -2.3639
C  0.1870  -1.2558  -1.5192
C  0.6759  -2.6793  -0.7115
F  0.8819  -2.1181  0.3198
F  1.8349  -3.0041  -1.1473
F  -0.2959  -3.4018  -0.8148
C  -0.9989  -0.9196  -1.4284
C  1.0466  1.1939  1.2017
Cl  0.8267  2.1450  -0.0728
H  3.6177  2.4749  1.3504
H  4.3601  1.3324  2.1658
H  3.8598  0.9754  0.6143
H  1.0364  -1.4328  4.3352
H  -0.6280  -0.6078  4.3387
H  -0.1310  -1.9924  3.2479
H  -1.2102  1.6271  -0.1108
H  -3.8502  0.4758  0.8228
H  -3.0358  1.0440  -2.9985
H  -0.6437  1.7638  -3.7837
H  1.6517  0.6273  -3.8292
H  2.2951  -1.2121  -2.5489
H  -1.6424  -1.3989  -1.0610

These are the Löwdin partial charges, in e, on atoms 1 to 5: C 0.008; C -0.400; N 0.184; N -0.105; C -0.062

No. 4
# C14H13ClFNO2

The molecule C14H13ClFNO2 in a non-equilibrium geometry (ωB97M-V/def2-TZVPD, the OMol25 dataset).

Computed properties:
Multiplicity: 1
HOMO-LUMO gap: 0.2833 Ha
Electronic energy: -1306.5733 Ha
ΔE to the lowest compared entry with this formula, charge and spin: 0.141 eV
SMILES: Cc1ccc(C(=O)CCNc2ccc(F)c(Cl)c2)o1
HOMO level: -7.70 eV

Atoms and positions in Å:
C  2.0705  -3.4093  4.0544
C  1.5543  -3.3595  2.6639
C  1.0394  -4.3431  1.8568
C  0.7197  -3.7270  0.6367
C  1.0590  -2.3965  0.7714
C  0.9474  -1.3135  -0.1859
O  0.4932  -1.4964  -1.3018
C  1.4191  0.0523  0.2755
C  0.2908  1.0850  0.1637
N  -0.0677  1.2656  -1.2204
C  -1.0009  2.1683  -1.6465
C  -1.4773  3.2096  -0.8413
C  -2.3655  4.1382  -1.3466
C  -2.7983  4.0468  -2.6554
F  -3.6688  4.9643  -3.1307
C  -2.3456  3.0167  -3.4716
Cl  -2.8930  2.8949  -5.1054
C  -1.4585  2.0872  -2.9691
O  1.5677  -2.1868  2.0158
H  1.5867  -2.6481  4.6642
H  3.1426  -3.2144  4.0669
H  1.8836  -4.3885  4.4835
H  0.9100  -5.3744  2.1137
H  0.2964  -4.1772  -0.2374
H  2.2368  0.3647  -0.3778
H  1.7780  0.0053  1.3019
H  -0.5695  0.7555  0.7695
H  0.6481  2.0372  0.5704
H  0.0055  0.4159  -1.7685
H  -1.1573  3.2976  0.1837
H  -2.7354  4.9423  -0.7303
H  -1.1110  1.2870  -3.6034

These are the Löwdin partial charges, in e, on atoms 1 to 5: C 0.001; C -0.307; C -0.006; C 0.032; C -0.191

No. 5
# C14H13F3N6O3

The molecule C14H13F3N6O3 in a non-equilibrium geometry (ωB97M-V/def2-TZVPD, the OMol25 dataset).

Computed properties:
Multiplicity: 1
HOMO-LUMO gap: 0.3037 Ha
Electronic energy: -1395.1638 Ha
SMILES: O=C(CCNc1n[nH]c(=O)[nH]c1=O)N/N=C/c1ccc(C(F)(F)F)cc1
HOMO level: -8.60 eV

Atoms and positions in Å:
O  -1.0647  0.3613  -0.5697
C  -0.4208  -0.5426  -1.1004
C  -0.9914  -1.9585  -1.2470
C  -2.5092  -1.9875  -1.1950
N  -3.0155  -3.3203  -1.1285
C  -3.1989  -4.0045  0.0769
N  -2.7674  -3.4532  1.2207
N  -2.9858  -4.1851  2.3650
C  -3.6753  -5.4203  2.4134
O  -3.8693  -5.9906  3.4614
N  -4.0900  -5.9987  1.2747
C  -3.8636  -5.3679  0.0802
O  -4.1221  -5.8960  -1.0022
N  0.8688  -0.2808  -1.5612
N  1.5630  0.8936  -1.4856
C  1.5150  1.5974  -0.3795
C  2.1898  2.8871  -0.1633
C  2.2613  3.4587  1.1153
C  3.0261  4.5989  1.3391
C  3.7295  5.2146  0.2512
C  4.5162  6.4722  0.4990
F  5.6407  6.5396  -0.2967
F  4.9481  6.5922  1.7878
F  3.7112  7.5105  0.2261
C  3.6203  4.6646  -1.0272
C  2.9114  3.4861  -1.2106
H  -0.6040  -2.5641  -0.4223
H  -0.7087  -2.4117  -2.1977
H  -2.9160  -1.5055  -2.0858
H  -2.8541  -1.4106  -0.3116
H  -3.3645  -3.7926  -1.9513
H  -2.7961  -3.7491  3.2591
H  -4.6811  -6.8231  1.3138
H  1.3417  -1.0964  -1.9718
H  0.9447  1.1794  0.4464
H  1.7372  2.9761  1.9642
H  2.9929  5.1033  2.3216
H  4.1034  5.1599  -1.8715
H  2.8775  3.0633  -2.2370

These are the Löwdin partial charges, in e, on atoms 1 to 5: O 0.038; C -0.429; C -0.098; C -0.215; N 0.031

No. 6
# C14H13FeN5OS2

A structure of composition C14H13FeN5OS2 in a non-equilibrium geometry (ωB97M-V/def2-TZVPD, the OMol25 dataset).

Computed properties:
Multiplicity: 6
HOMO-LUMO gap (spin up / spin down): 0.1177 / 0.2088 Ha
Electronic energy: -2950.2906 Ha
Net charge: -1
<S²>: 8.88
ΔE to the lowest compared entry with this formula, charge and spin: 0.264 eV
HOMO level (spin up / spin down): -0.97 / -4.25 eV

Atoms and positions in Å:
Fe  0.5648  -0.1228  0.2959
N  2.0023  0.2538  3.9255
C  1.7241  0.2766  2.6003
O  0.5834  -0.1228  2.1799
C  2.7429  0.7747  1.5898
C  2.6111  -0.1228  0.3145
H  1.3015  -0.0970  4.5955
H  2.9100  0.5851  4.2820
H  3.7778  0.8537  1.9886
H  2.4036  1.7817  1.2664
H  2.9661  -1.1450  0.6266
H  3.1330  0.2695  -0.5207
S  0.5648  -0.1128  -1.9951
C  -0.7205  1.0062  -1.8227
C  -1.7902  0.9093  -2.7144
C  -2.8651  1.7983  -2.6168
C  -3.9476  1.6720  -3.5479
N  -4.8336  1.5826  -4.2961
C  -2.8668  2.7873  -1.6213
C  -1.7934  2.8811  -0.7304
C  -0.7228  1.9916  -0.8321
S  0.5648  2.1540  0.2859
C  -3.9512  3.7155  -1.4904
N  -4.8387  4.4614  -1.3970
H  -1.7791  0.1392  -3.4820
H  -1.7838  3.6435  0.0448
N  0.1792  -4.2156  -0.2335
C  0.9842  -4.2441  0.8716
C  1.2101  -2.9240  1.1817
N  0.5648  -2.1003  0.2959
C  -0.0464  -2.9045  -0.5431
H  -0.1859  -5.0137  -0.7345
H  1.3146  -5.1673  1.3251
H  1.8019  -2.5223  1.9941
H  -0.6578  -2.6005  -1.3823
H  -1.1216  -0.1228  0.2959

These are the Löwdin partial charges, in e, on atoms 1 to 5: Fe 0.177; N 0.165; C -0.476; O -0.150; C -0.262

Question: Look up the multiplicity of the fifth one.
Answer: 1

Question: Which formula does entry 6 have?
Answer: C14H13FeN5OS2

Question: Among the records above, which one has the highest electronic energy?
Answer: C14H13ClFNO2